{"formula": "C56H66AuBrN7OS3Si", "method": "ωB97M-V/def2-TZVPD", "elements": ["Au", "N", "S", "N", "S", "N", "S", "N", "C", "C", "C", "C", "C", "C", "C", "C", "C", "C", "C", "C", "C", "C", "C", "C", "C", "C", "C", "C", "C", "C", "C", "C", "C", "C", "C", "C", "C", "C", "C", "C", "C", "C", "C", "C", "H", "H", "H", "H", "H", "H", "H", "H", "H", "H", "H", "H", "H", "H", "H", "H", "H", "H", "H", "H", "H", "H", "H", "H", "H", "H", "H", "H", "H", "H", "C", "C", "C", "C", "O", "H", "H", "H", "H", "H", "H", "H", "H", "H", "C", "C", "C", "C", "Si", "Br", "C", "C", "C", "C", "C", "C", "C", "C", "H", "H", "H", "H", "H", "H", "H", "H", "H", "H", "H", "H", "H", "H", "H", "H", "H", "H", "H", "H", "H", "H", "H", "H", "H", "H", "H", "N", "C", "C", "C", "N", "C", "N"], "xyz": [[0.12, -0.83, 0.43], [-1.90, -0.90, 0.30], [-2.94, -1.25, 1.26], [-2.96, -0.61, 2.79], [-1.92, -0.80, 3.91], [-0.42, -0.43, 3.74], [0.05, 0.88, 2.89], [-0.14, 0.89, 1.42], [1.70, 1.04, 3.52], [2.14, 0.44, 4.69], [3.43, 0.70, 5.12], [4.25, 1.56, 4.40], [3.79, 2.16, 3.23], [2.51, 1.89, 2.77], [-0.82, 2.28, 3.55], [-1.77, 2.87, 2.72], [-2.51, 3.93, 3.23], [-2.30, 4.37, 4.53], [-1.35, 3.76, 5.34], [-0.60, 2.71, 4.85], [-2.62, 0.14, 5.24], [-3.67, 1.01, 5.02], [-4.13, 1.77, 6.09], [-3.55, 1.65, 7.34], [-2.49, 0.77, 7.54], [-2.01, 0.01, 6.48], [-1.82, -2.45, 4.54], [-3.02, -3.06, 4.88], [-3.00, -4.36, 5.35], [-1.78, -5.02, 5.48], [-0.59, -4.40, 5.14], [-0.60, -3.09, 4.66], [-3.20, -2.99, 1.53], [-2.06, -3.79, 1.56], [-2.21, -5.16, 1.71], [-3.47, -5.72, 1.80], [-4.60, -4.91, 1.77], [-4.47, -3.54, 1.63], [-4.50, -0.63, 0.71], [-5.54, -0.34, 1.59], [-6.74, 0.11, 1.07], [-6.89, 0.26, -0.31], [-5.85, -0.03, -1.17], [-4.64, -0.49, -0.67], [1.50, -0.23, 5.24], [3.81, 0.23, 6.02], [5.25, 1.77, 4.74], [4.43, 2.81, 2.66], [2.14, 2.31, 1.85], [-1.90, 2.51, 1.71], [-3.24, 4.42, 2.60], [-2.88, 5.20, 4.91], [-1.19, 4.11, 6.35], [0.16, 2.24, 5.46], [-4.11, 1.10, 4.04], [-4.95, 2.46, 5.94], [-3.92, 2.24, 8.17], [-2.03, 0.68, 8.52], [-1.18, -0.67, 6.62], [-3.96, -2.53, 4.77], [-3.92, -4.86, 5.61], [-1.76, -6.04, 5.84], [0.35, -4.92, 5.24], [0.31, -2.59, 4.37], [-1.08, -3.35, 1.45], [-1.33, -5.79, 1.72], [-3.58, -6.79, 1.89], [-5.59, -5.35, 1.81], [-5.35, -2.92, 1.56], [-5.41, -0.47, 2.65], [-7.56, 0.34, 1.74], [-7.84, 0.61, -0.70], [-5.97, 0.08, -2.24], [-3.81, -0.71, -1.32], [4.18, -0.96, 1.52], [2.96, -1.64, 0.90], [2.40, -2.66, 1.90], [3.37, -2.30, -0.41], [2.05, -0.56, 0.67], [4.99, -1.68, 1.65], [3.92, -0.54, 2.49], [4.52, -0.16, 0.87], [3.18, -3.37, 2.18], [1.57, -3.22, 1.47], [2.07, -2.13, 2.80], [4.16, -3.03, -0.25], [3.74, -1.53, -1.09], [2.53, -2.80, -0.89], [4.13, 2.21, -2.77], [3.38, 2.46, -4.09], [4.43, 2.70, -5.19], [2.59, 3.77, -3.90], [2.20, 1.03, -4.56], [1.18, 0.49, -2.58], [3.10, -0.57, -5.11], [4.39, -0.78, -4.31], [3.47, -0.50, -6.60], [2.24, -1.83, -4.88], [0.76, 1.55, -5.71], [-0.29, 2.43, -5.00], [1.29, 2.33, -6.93], [0.01, 0.31, -6.22], [4.75, 3.09, -2.55], [4.79, 1.35, -2.81], [3.44, 2.07, -1.93], [5.03, 3.57, -4.94], [3.97, 2.89, -6.17], [5.11, 1.85, -5.31], [3.27, 4.54, -3.54], [1.79, 3.66, -3.17], [2.16, 4.13, -4.83], [5.14, -0.02, -4.52], [4.82, -1.75, -4.59], [4.21, -0.80, -3.23], [4.06, 0.39, -6.84], [2.59, -0.50, -7.24], [4.07, -1.37, -6.86], [2.04, -1.99, -3.82], [2.80, -2.70, -5.24], [1.29, -1.81, -5.40], [0.10, 3.40, -4.71], [-0.70, 1.95, -4.12], [-1.11, 2.61, -5.70], [1.73, 3.28, -6.65], [0.45, 2.55, -7.60], [2.02, 1.76, -7.50], [-0.38, -0.30, -5.40], [0.62, -0.33, -6.85], [-0.85, 0.63, -6.82], [0.18, -2.53, -0.69], [-0.61, -2.81, -1.52], [-1.55, -3.12, -2.45], [-1.33, -2.91, -3.83], [-1.17, -2.76, -4.96], [-2.79, -3.63, -1.96], [-3.78, -4.04, -1.55]], "lowdin_charge": [1.1654, -0.3705, 0.8061, -0.3468, 0.8817, -0.3620, 0.7875, -0.3729, -0.3331, -0.0803, -0.0599, -0.0568, -0.0534, -0.0574, -0.3119, -0.0558, -0.0522, -0.0600, -0.0590, -0.0560, -0.3123, -0.0556, -0.0518, -0.0504, -0.0481, -0.0577, -0.3269, -0.0568, -0.0443, -0.0444, -0.0443, -0.0552, -0.3245, -0.0938, -0.0523, -0.0545, -0.0562, -0.0646, -0.3194, -0.0870, -0.0590, -0.0520, -0.0412, -0.0452, 0.0998, 0.1128, 0.1150, 0.1189, 0.1239, 0.1106, 0.1156, 0.1148, 0.1171, 0.1181, 0.1034, 0.1193, 0.1167, 0.1169, 0.1222, 0.1263, 0.1195, 0.1173, 0.1178, 0.0922, 0.0799, 0.1177, 0.1142, 0.1156, 0.1096, 0.0991, 0.1120, 0.1140, 0.1181, 0.1061, -0.0267, -0.6999, -0.0504, -0.0412, -0.3735, 0.0933, 0.0589, 0.0930, 0.0914, 0.0524, 0.0589, 0.0911, 0.0680, 0.0518, -0.1205, -0.6286, -0.0858, -0.1066, 0.4835, 0.4957, -0.6221, -0.0997, -0.0844, -0.1207, -0.6256, -0.1201, -0.0857, -0.1069, 0.0849, 0.0603, 0.0408, 0.0896, 0.0707, 0.0629, 0.0871, 0.0742, 0.0617, 0.0633, 0.0909, 0.0555, 0.0708, 0.0646, 0.0904, 0.0413, 0.0908, 0.0384, 0.0597, 0.0390, 0.0858, 0.0620, 0.0902, 0.0709, 0.0471, 0.0644, 0.0906, 0.0315, -0.1813, -0.2393, -0.1928, 0.1789, -0.2080, 0.1833], "lumo_energy_ev": -2.87, "charge": 1, "e_tot_ha": -6825.3509}

{"formula": "C56H70N12O3SSeTaTe", "method": "ωB97M-V/def2-TZVPD", "elements": ["Ta", "C", "C", "C", "C", "C", "C", "C", "Se", "C", "C", "C", "C", "C", "C", "O", "C", "C", "C", "C", "C", "C", "C", "C", "C", "O", "C", "C", "C", "C", "C", "C", "H", "H", "H", "H", "H", "H", "H", "H", "H", "H", "H", "H", "H", "H", "H", "H", "H", "H", "H", "H", "H", "H", "H", "H", "H", "H", "H", "H", "H", "H", "H", "H", "H", "H", "H", "H", "H", "H", "H", "H", "N", "C", "N", "N", "N", "N", "C", "N", "N", "N", "N", "H", "S", "C", "N", "C", "C", "N", "H", "H", "H", "H", "H", "H", "C", "C", "C", "C", "C", "C", "Te", "N", "C", "O", "C", "C", "C", "C", "C", "C", "C", "C", "C", "C", "C", "C", "C", "C", "C", "C", "H", "H", "H", "H", "H", "H", "H", "H", "H", "H", "H", "H", "H", "H", "H", "H", "H", "H", "H", "H", "H", "H", "H"], "xyz": [[-0.18, -0.81, 0.00], [-6.99, 1.06, 3.81], [-5.67, 1.81, 3.61], [-4.99, 1.95, 4.98], [-5.98, 3.21, 3.06], [-4.74, 1.09, 2.64], [-3.44, 1.56, 2.46], [-2.60, 0.90, 1.59], [-0.84, 1.52, 1.17], [0.11, 1.00, 2.76], [-0.11, 1.65, 3.95], [0.53, 1.21, 5.10], [1.39, 0.13, 4.97], [1.66, -0.54, 3.78], [0.99, -0.07, 2.64], [1.13, -0.62, 1.40], [2.65, -1.71, 3.74], [3.82, -1.33, 2.83], [3.22, -2.03, 5.13], [2.00, -2.99, 3.21], [0.26, 1.91, 6.43], [-1.25, 1.84, 6.74], [0.69, 3.37, 6.33], [1.01, 1.26, 7.59], [-3.02, -0.21, 0.86], [-2.12, -0.80, 0.04], [-4.33, -0.68, 0.97], [-5.14, -0.01, 1.88], [-4.84, -1.85, 0.13], [-4.01, -3.11, 0.42], [-6.31, -2.17, 0.44], [-4.74, -1.51, -1.36], [-7.60, 1.59, 4.55], [-7.57, 1.01, 2.88], [-6.83, 0.05, 4.16], [-5.68, 2.41, 5.69], [-4.69, 0.98, 5.36], [-4.10, 2.58, 4.92], [-6.64, 3.75, 3.73], [-5.07, 3.80, 2.94], [-6.47, 3.14, 2.08], [-3.09, 2.43, 2.99], [-0.80, 2.49, 3.99], [1.88, -0.23, 5.86], [4.30, -0.41, 3.16], [4.57, -2.13, 2.83], [3.47, -1.19, 1.81], [3.77, -1.19, 5.56], [2.44, -2.33, 5.83], [3.91, -2.86, 5.03], [1.66, -2.87, 2.18], [2.73, -3.80, 3.23], [1.14, -3.29, 3.81], [-1.83, 2.37, 5.98], [-1.60, 0.81, 6.76], [-1.45, 2.30, 7.71], [0.14, 3.90, 5.55], [0.51, 3.89, 7.27], [1.76, 3.45, 6.10], [0.73, 0.21, 7.72], [2.09, 1.30, 7.45], [0.78, 1.79, 8.51], [-6.15, -0.36, 2.00], [-3.98, -3.33, 1.49], [-4.45, -3.97, -0.09], [-2.99, -2.99, 0.07], [-6.44, -2.49, 1.48], [-6.96, -1.33, 0.25], [-6.63, -2.99, -0.20], [-3.73, -1.26, -1.66], [-5.08, -2.36, -1.95], [-5.38, -0.65, -1.60], [-0.53, -4.54, -0.48], [-0.73, -4.00, 0.75], [-1.25, -4.58, 1.81], [-1.32, -3.59, 2.73], [-0.86, -2.49, 2.26], [-0.44, -2.72, 0.99], [-0.35, -3.75, -1.58], [-0.26, -4.27, -2.79], [-0.09, -3.21, -3.60], [-0.08, -2.12, -2.93], [-0.25, -2.41, -1.60], [-0.78, -5.51, -0.63], [-2.54, 1.58, -1.99], [-2.88, 2.84, -3.02], [-2.10, 3.32, -4.01], [-2.63, 4.55, -4.58], [-4.10, 4.51, -4.10], [-4.01, 3.58, -2.99], [-1.13, 3.07, -4.04], [-2.57, 4.54, -5.67], [-2.10, 5.42, -4.20], [-4.77, 4.15, -4.88], [-4.44, 5.49, -3.77], [-4.79, 3.26, -2.44], [5.70, -4.40, -7.20], [4.96, -3.66, -6.13], [3.78, -3.00, -6.41], [3.07, -2.31, -5.42], [1.82, -1.57, -5.82], [3.58, -2.31, -4.13], [2.59, -1.26, -2.53], [0.88, 0.15, -1.36], [1.25, 1.47, -1.41], [1.49, 2.18, -0.44], [1.35, 2.04, -2.80], [0.78, 1.39, -3.89], [0.88, 1.93, -5.16], [1.55, 3.14, -5.35], [2.10, 3.80, -4.26], [2.00, 3.26, -2.99], [3.97, 0.33, -2.67], [4.27, 0.80, -3.95], [5.11, 1.89, -4.11], [5.65, 2.51, -2.99], [5.36, 2.03, -1.73], [4.51, 0.93, -1.54], [4.23, 0.43, -0.16], [4.78, -2.96, -3.81], [5.39, -2.93, -2.44], [5.45, -3.62, -4.83], [5.25, -4.25, -8.18], [5.70, -5.48, -7.00], [6.74, -4.08, -7.26], [3.38, -3.01, -7.42], [1.35, -2.05, -6.67], [2.06, -0.55, -6.11], [1.08, -1.53, -5.02], [0.23, 0.46, -3.72], [0.43, 1.42, -6.00], [1.63, 3.56, -6.34], [2.62, 4.74, -4.41], [2.43, 3.76, -2.13], [3.84, 0.32, -4.82], [5.33, 2.25, -5.10], [6.30, 3.36, -3.10], [5.79, 2.51, -0.86], [4.92, 0.87, 0.56], [4.34, -0.65, -0.11], [3.21, 0.67, 0.16], [4.65, -2.99, -1.64], [5.96, -2.01, -2.28], [6.07, -3.77, -2.31], [6.37, -4.14, -4.59]], "mulliken_spin": [0.0647, 0.0000, 0.0000, -0.0001, 0.0000, -0.0002, -0.0003, 0.0010, -0.0026, -0.0024, 0.0010, 0.0007, -0.0003, 0.0005, 0.0016, -0.0141, 0.0012, -0.0062, 0.0000, 0.0006, -0.0001, 0.0000, 0.0000, -0.0001, 0.0004, 0.0036, -0.0002, 0.0000, 0.0000, 0.0019, 0.0000, 0.0000, 0.0000, 0.0000, 0.0000, 0.0000, 0.0000, 0.0000, 0.0000, 0.0000, 0.0000, 0.0004, -0.0003, -0.0001, -0.0001, 0.0000, 0.0064, 0.0000, 0.0000, 0.0000, 0.0000, 0.0000, -0.0001, 0.0000, 0.0000, 0.0000, 0.0000, 0.0000, 0.0000, 0.0000, 0.0000, 0.0000, 0.0000, 0.0000, 0.0001, -0.0009, 0.0000, 0.0000, 0.0000, -0.0001, -0.0001, 0.0000, 0.0060, -0.0008, 0.0006, 0.0012, -0.0009, 0.0086, 0.0158, 0.0071, 0.0226, 0.0266, -0.0226, -0.0005, -0.0001, 0.0013, 0.0000, 0.0000, 0.0000, 0.0000, -0.0011, 0.0000, 0.0000, 0.0000, 0.0000, 0.0000, 0.0000, -0.0020, 0.0067, -0.1073, 0.0953, 0.0939, 0.6279, 0.1385, 0.0182, 0.0240, -0.0271, 0.0372, 0.0183, -0.0025, 0.0041, 0.0015, 0.0833, -0.0227, -0.0099, 0.0250, -0.0099, -0.0949, 0.0474, -0.0461, 0.0554, 0.0116, 0.0002, -0.0002, -0.0002, -0.0006, 0.0006, -0.0001, -0.0226, -0.0252, 0.0009, 0.0000, 0.0006, 0.0015, -0.0137, -0.0002, 0.0012, 0.0004, -0.0003, -0.0093, -0.0062, -0.0143, -0.0043, 0.0018, 0.0046], "multiplicity": 2, "lumo_energy_ev": [0.00, -2.08], "e_tot_ha": -6183.4979}

{"formula": "C56H77BrMnOP2SSi3Te", "method": "ωB97M-V/def2-TZVPD", "elements": ["Mn", "O", "S", "C", "C", "C", "C", "C", "C", "P", "C", "C", "C", "C", "C", "C", "C", "C", "C", "C", "C", "C", "C", "C", "C", "C", "C", "C", "P", "C", "C", "C", "C", "C", "C", "C", "C", "C", "C", "C", "C", "H", "H", "H", "H", "H", "H", "H", "H", "H", "H", "H", "H", "H", "H", "H", "H", "H", "H", "H", "H", "H", "H", "H", "H", "H", "H", "H", "H", "C", "C", "C", "C", "Si", "Br", "C", "C", "C", "C", "C", "C", "C", "C", "H", "H", "H", "H", "H", "H", "H", "H", "H", "H", "H", "H", "H", "H", "H", "H", "H", "H", "H", "H", "H", "H", "H", "H", "H", "H", "H", "C", "Si", "C", "C", "C", "Te", "C", "Si", "C", "C", "C", "H", "H", "H", "H", "H", "H", "H", "H", "H", "H", "H", "H", "H", "H", "H", "H", "H", "H", "H", "H", "H", "H"], "xyz": [[0.86, 0.40, -0.03], [0.11, 3.04, -1.43], [0.75, 2.62, -0.20], [2.40, 3.33, -0.01], [2.60, 4.64, 0.36], [3.91, 5.08, 0.53], [4.98, 4.22, 0.34], [4.76, 2.90, -0.05], [3.46, 2.46, -0.25], [2.98, 0.80, -0.81], [4.52, -0.12, -1.08], [5.33, 0.26, -2.15], [6.57, -0.35, -2.32], [6.99, -1.34, -1.44], [6.18, -1.73, -0.39], [4.95, -1.12, -0.20], [2.28, 1.11, -2.47], [1.31, 0.23, -2.94], [0.70, 0.45, -4.17], [1.07, 1.55, -4.93], [2.03, 2.44, -4.46], [2.63, 2.23, -3.23], [-0.08, 3.32, 1.21], [-0.72, 4.54, 1.18], [-1.27, 5.02, 2.36], [-1.16, 4.28, 3.53], [-0.53, 3.04, 3.54], [0.01, 2.54, 2.36], [0.78, 0.90, 2.23], [-0.03, -0.01, 3.57], [0.62, -0.12, 4.80], [-0.07, -0.65, 5.89], [-1.39, -1.06, 5.75], [-2.03, -0.95, 4.52], [-1.35, -0.43, 3.43], [2.51, 1.06, 2.73], [3.05, 2.24, 3.23], [4.36, 2.24, 3.70], [5.12, 1.07, 3.65], [4.58, -0.10, 3.13], [3.28, -0.10, 2.67], [1.77, 5.32, 0.52], [4.09, 6.11, 0.82], [5.99, 4.56, 0.49], [5.60, 2.23, -0.21], [5.01, 1.02, -2.85], [7.20, -0.04, -3.14], [7.96, -1.80, -1.57], [6.51, -2.51, 0.29], [4.34, -1.39, 0.65], [1.04, -0.65, -2.37], [-0.04, -0.24, -4.54], [0.61, 1.72, -5.90], [2.32, 3.29, -5.05], [3.35, 2.95, -2.85], [-0.81, 5.09, 0.25], [-1.79, 5.97, 2.36], [-1.58, 4.67, 4.45], [-0.47, 2.47, 4.46], [1.64, 0.21, 4.93], [0.43, -0.74, 6.84], [-1.92, -1.47, 6.60], [-3.05, -1.29, 4.41], [-1.85, -0.35, 2.47], [2.45, 3.14, 3.28], [4.78, 3.14, 4.11], [6.13, 1.08, 4.04], [5.18, -1.00, 3.12], [2.82, -1.02, 2.29], [-4.23, 1.88, 1.90], [-5.18, 1.00, 1.06], [-5.08, -0.45, 1.58], [-6.63, 1.49, 1.22], [-4.79, 1.08, -0.81], [-1.33, 0.01, -0.31], [-4.60, 2.81, -1.62], [-4.28, 3.88, -0.56], [-5.97, 3.11, -2.25], [-3.50, 2.84, -2.69], [-5.09, -0.45, -1.93], [-4.67, -0.18, -3.38], [-4.36, -1.72, -1.46], [-6.61, -0.67, -1.87], [-4.33, 1.58, 2.95], [-4.49, 2.93, 1.85], [-3.18, 1.76, 1.62], [-5.38, -0.45, 2.63], [-4.06, -0.83, 1.51], [-5.76, -1.13, 1.06], [-6.88, 1.50, 2.29], [-7.34, 0.84, 0.72], [-6.77, 2.51, 0.86], [-5.07, 3.98, 0.18], [-4.20, 4.85, -1.07], [-3.33, 3.69, -0.06], [-6.78, 3.09, -1.51], [-6.22, 2.41, -3.04], [-5.95, 4.11, -2.68], [-2.52, 2.56, -2.29], [-3.42, 3.86, -3.07], [-3.73, 2.20, -3.54], [-3.60, 0.04, -3.46], [-5.24, 0.63, -3.84], [-4.87, -1.08, -3.97], [-3.29, -1.65, -1.63], [-4.74, -2.56, -2.06], [-4.54, -1.96, -0.42], [-7.18, 0.22, -2.17], [-6.95, -0.97, -0.87], [-6.87, -1.47, -2.56], [3.88, -4.69, -2.14], [2.60, -3.95, -3.30], [3.25, -2.40, -4.13], [1.87, -5.20, -4.48], [1.05, -3.33, -2.17], [1.72, -2.46, -0.38], [1.82, -4.30, 0.64], [0.27, -4.93, 1.71], [-1.10, -5.40, 0.52], [0.95, -6.37, 2.68], [-0.12, -3.40, 2.72], [4.80, -4.86, -2.71], [3.58, -5.66, -1.75], [4.15, -4.04, -1.30], [4.11, -2.68, -4.75], [3.60, -1.65, -3.42], [2.52, -1.95, -4.80], [2.67, -5.53, -5.14], [1.08, -4.79, -5.10], [1.49, -6.09, -3.97], [0.46, -4.21, -1.89], [0.45, -2.64, -2.75], [2.68, -4.27, 1.32], [2.01, -5.04, -0.14], [-0.83, -6.27, -0.08], [-1.40, -4.59, -0.15], [-1.98, -5.68, 1.10], [1.26, -7.20, 2.04], [0.15, -6.75, 3.33], [1.79, -6.09, 3.32], [-0.38, -2.56, 2.08], [0.73, -3.12, 3.35], [-0.97, -3.58, 3.39]], "mulliken_spin": [1.0341, -0.0163, -0.0600, 0.0109, -0.0007, -0.0010, 0.0008, -0.0019, 0.0127, -0.0427, -0.0300, -0.0025, 0.0025, 0.0000, 0.0027, 0.0235, 0.0142, -0.0213, -0.0046, -0.0014, 0.0003, -0.0003, 0.0119, 0.0027, -0.0013, -0.0004, -0.0018, -0.0108, -0.0347, -0.0130, -0.0043, 0.0006, -0.0019, 0.0013, -0.0012, 0.0413, 0.0034, 0.0014, 0.0005, 0.0008, 0.0009, -0.0004, -0.0001, 0.0000, -0.0007, 0.0002, 0.0002, 0.0000, 0.0000, -0.0141, 0.0057, 0.0002, -0.0001, 0.0001, -0.0006, -0.0005, 0.0001, -0.0001, -0.0009, -0.0015, -0.0002, -0.0001, 0.0001, -0.0019, -0.0004, 0.0001, 0.0000, -0.0001, -0.0422, 0.0005, -0.0026, 0.0027, 0.0001, -0.0050, -0.0180, -0.0036, -0.0011, 0.0002, 0.0047, 0.0009, -0.0002, 0.0000, 0.0001, -0.0002, -0.0002, -0.0036, 0.0001, -0.0002, 0.0000, 0.0000, 0.0000, 0.0000, 0.0001, 0.0001, -0.0003, 0.0000, 0.0000, -0.0001, -0.0030, 0.0000, 0.0000, 0.0007, 0.0000, 0.0001, 0.0000, 0.0002, 0.0004, 0.0000, 0.0000, -0.0002, 0.0029, 0.0064, 0.0015, 0.0002, 0.0033, 0.1289, 0.0081, 0.0071, 0.0005, 0.0024, -0.0061, 0.0002, 0.0001, -0.0013, -0.0002, 0.0000, 0.0004, 0.0000, -0.0001, 0.0000, 0.0029, -0.0005, 0.0016, 0.0000, 0.0002, -0.0003, 0.0003, -0.0002, 0.0008, 0.0000, 0.0103, 0.0007, -0.0004], "multiplicity": 2, "lumo_energy_ev": [-14.17, -13.99], "charge": 4, "e_tot_ha": -8196.3624}